No. 1
14
Properties=species:S:1:pos:R:3:forces:R:3 method="wB97M-V/def2-TZVPD" e_tot_ev=-9279.6854 smiles="CNC(N)=O.O" spin_multiplicity=1
C 1.66656 -0.04197 0.67026 0.413 -0.617 -1.172
N 0.99236 -0.52219 -0.56126 0.625 0.728 1.298
C -0.36550 -0.58309 -0.58128 0.048 -0.506 -1.495
N -0.92901 -0.55209 -1.83191 -0.530 -0.124 0.182
O -1.07246 -0.72779 0.40692 0.326 0.100 0.181
H 2.11132 -0.90271 1.16632 -0.434 0.135 0.654
H 0.98389 0.57506 1.24167 0.103 -0.244 0.396
H 2.52589 0.55492 0.35986 -0.178 0.236 -0.016
H 1.56777 -0.41697 -1.37702 -0.592 -0.012 -0.384
H -0.46108 -0.41448 -2.70503 0.331 0.060 0.100
H -1.92557 -0.67819 -1.86131 0.052 -0.012 0.023
H -1.21395 0.69519 1.33355 -0.616 0.348 0.337
H -2.40589 1.47203 1.97864 0.016 -0.173 -0.066
O -1.47433 1.54227 1.76058 0.435 0.082 -0.036

=====

No. 2
14
Properties=species:S:1:pos:R:3:forces:R:3 method="wB97M-V/def2-TZVPD" e_tot_ev=-9271.9426 spin_multiplicity=1
C -1.03996 -1.66918 -0.15913 0.511 0.287 -0.080
C 1.38579 0.08634 0.18200 -0.086 -0.096 -0.170
N 0.15737 0.63580 0.72956 -2.732 -4.378 0.470
N -0.76371 1.14752 -0.13254 2.338 5.157 0.177
O -1.03614 -0.63016 0.79120 1.436 -0.208 1.128
O 0.18379 2.55303 -0.01553 -1.430 -0.668 -1.394
H -0.28207 3.00660 0.70160 -0.140 -0.225 -0.145
H -0.53003 0.91476 -1.10750 0.216 0.011 -0.016
H -1.38676 -1.33123 -1.14365 0.010 -0.065 -0.046
H -0.06041 -2.15285 -0.27105 -0.073 -0.029 0.005
H -1.74516 -2.41809 0.21293 0.060 0.087 0.020
H 1.61165 -0.82114 0.74125 0.028 0.072 0.030
H 2.17005 0.81943 0.35979 -0.053 0.028 0.000
H 1.33559 -0.14083 -0.88894 -0.084 0.029 0.022

=====

| no. | largest force on an atom (eV/A) |
| --- | --- |
| 1 | 1.61 |
| 2 | 5.66 |